{
  "formula": "C38H59BCrN10O5S5",
  "method": "wB97M-V/def2-TZVPD",
  "s2": 3.82,
  "e_lumo_ev": [-3.01, -1.93],
  "multiplicity": 4,
  "homo_lumo_gap_ev": [6.91, 8.00],
  "mol_weight_g_mol": 959.10,
  "fmax_ev_per_a": 1.54,
  "total_charge": 1,
  "elements": ["H", "C", "C", "H", "H", "C", "H", "H", "H", "O", "H", "H", "H", "H", "H", "S", "H", "C", "H", "S", "N", "H", "C", "C", "C", "H", "H", "N", "H", "H", "H", "C", "H", "C", "C", "N", "C", "O", "N", "H", "C", "S", "N", "H", "H", "H", "B", "C", "C", "S", "C", "H", "H", "C", "C", "C", "N", "H", "H", "N", "H", "C", "H", "C", "C", "H", "H", "C", "Cr", "S", "C", "H", "C", "H", "C", "H", "H", "H", "C", "C", "C", "C", "H", "H", "H", "H", "N", "H", "H", "C", "H", "H", "O", "H", "C", "H", "O", "H", "H", "H", "C", "H", "C", "C", "C", "N", "C", "H", "H", "H", "H", "H", "C", "H", "H", "O", "N", "H", "C"],
  "coordinates": [[-1.425, -4.692, 3.808], [3.055, 3.099, 3.421], [0.876, -2.137, -5.871], [-5.592, 3.987, -1.014], [-3.811, -4.915, 3.579], [2.416, -4.767, 0.551], [-4.148, -3.572, 4.665], [1.922, 1.756, 5.627], [1.367, -1.337, -6.418], [1.871, 2.136, -1.654], [-0.015, -2.438, -6.421], [-5.177, 4.329, -2.697], [-0.711, 1.171, 5.324], [-3.385, -3.041, 1.011], [5.672, -5.414, 1.207], [-0.410, -0.879, 2.291], [-2.616, 4.080, -3.384], [3.644, 3.314, 4.815], [-1.539, 3.243, -2.241], [1.122, 2.235, 0.776], [-0.389, 1.899, 3.334], [-1.679, -3.369, 4.951], [-3.036, 4.315, 0.571], [-3.612, 3.325, -1.616], [0.690, 2.385, 2.691], [5.806, -5.161, -1.248], [-3.260, 1.299, -2.358], [-0.719, -3.435, -2.069], [-0.607, -3.148, 3.557], [2.209, 2.086, -3.988], [1.246, -4.864, -2.455], [0.531, -1.716, -4.442], [-0.171, -2.431, -4.018], [-2.569, -3.481, 1.588], [-0.012, 1.577, 4.614], [-2.553, 0.494, 3.191], [4.781, -5.196, 0.633], [1.529, 0.782, 0.845], [1.494, 1.428, -3.713], [-1.198, 1.845, -5.853], [3.715, -4.769, -1.477], [0.691, -2.167, -0.217], [1.335, -4.332, -1.603], [1.554, -2.990, -5.841], [-2.412, 2.564, 3.956], [3.702, 2.095, 1.590], [-1.944, 1.905, 3.069], [4.116, -1.259, 0.035], [4.041, 2.255, 2.606], [-2.730, 0.444, 0.087], [-0.475, -0.218, -2.802], [-3.301, 5.292, 0.217], [-4.930, -1.587, 3.956], [4.760, 0.437, -2.004], [-1.413, -0.191, -5.128], [2.831, 4.476, 2.780], [1.730, 2.410, 3.578], [3.893, 2.365, 5.291], [-4.865, -3.611, 3.034], [0.224, 0.559, -1.924], [-2.863, 1.278, -5.778], [-2.524, 3.950, 1.755], [-4.393, 2.272, -3.295], [-3.976, -3.840, 3.622], [1.207, 1.385, -2.365], [-2.592, -4.563, 1.456], [-1.626, -3.100, 1.200], [-2.789, 2.109, 0.556], [-0.280, 0.114, 0.058], [3.746, -1.040, -1.721], [4.855, -5.057, -0.744], [-2.012, 1.705, -4.289], [-1.528, -3.610, 3.897], [3.557, -2.122, 0.383], [-3.832, 0.279, 3.644], [3.493, -5.185, 2.349], [-4.889, 1.577, -1.745], [-4.499, 5.325, -1.424], [-1.899, 1.248, -5.270], [-4.789, 4.307, -1.680], [2.500, -4.606, -0.827], [3.559, -5.060, 1.277], [3.752, 5.055, 2.835], [5.184, -1.426, 0.167], [-2.239, 4.549, 2.602], [2.542, 4.396, 1.738], [-3.216, 3.169, -0.183], [-1.234, -0.609, -6.117], [-0.868, -4.143, -2.769], [-2.732, -3.144, 3.073], [5.005, 2.761, 2.567], [-2.177, -0.788, -4.629], [-1.380, -0.923, -2.358], [5.736, 0.280, -1.547], [-1.998, -0.700, 2.914], [4.273, 1.313, -1.578], [-0.277, 2.179, 0.240], [2.049, 5.018, 3.315], [4.879, 0.560, -3.079], [-4.490, 1.087, 3.912], [0.421, -3.369, -1.382], [3.788, -0.377, 0.580], [-2.393, 3.916, -2.330], [-4.058, 2.029, -2.286], [1.292, 1.881, 4.767], [-2.900, -1.669, 3.212], [0.893, 0.715, -4.727], [3.773, -4.647, -2.552], [-1.308, -2.610, -2.076], [2.956, 3.867, 5.455], [1.461, -4.658, 1.046], [-2.113, 4.874, -1.889], [-4.052, -1.049, 3.656], [1.436, -1.726, -3.824], [4.564, 3.887, 4.722], [1.214, 0.908, -5.875], [-2.386, 2.584, 1.757], [4.186, 1.281, 3.078], [-0.126, -0.307, -4.288]],
  "forces_ev_per_a": [[0.0, 0.0, 0.0], [0.4, 0.2, -0.1], [0.0, 0.1, 0.1], [0.0, 0.0, 0.0], [0.0, 0.0, 0.0], [-0.1, 0.0, -0.1], [0.0, 0.0, 0.0], [-0.1, 0.1, 0.0], [0.0, 0.0, 0.0], [-0.4, -0.2, 0.3], [0.0, 0.0, 0.0], [0.0, 0.0, 0.0], [0.0, 0.0, 0.0], [0.0, 0.0, 0.0], [0.0, 0.0, 0.0], [0.1, -0.1, 0.1], [0.0, 0.0, 0.0], [-0.1, -0.1, 0.0], [0.0, 0.0, 0.0], [0.1, 0.6, 1.4], [0.2, 0.4, -0.3], [0.0, 0.0, 0.0], [0.0, 0.1, 0.0], [0.0, 0.1, -0.4], [0.6, -0.3, 0.1], [0.0, 0.0, 0.0], [0.0, 0.0, 0.0], [0.2, -0.5, 0.2], [0.1, 0.0, 0.0], [0.0, 0.0, 0.1], [-0.1, -0.1, 0.0], [0.1, 0.1, -0.2], [0.1, 0.1, -0.1], [0.0, 0.1, 0.0], [0.0, 0.1, 0.1], [0.3, -0.3, 0.2], [0.0, 0.0, 0.0], [0.2, -0.1, -0.4], [-0.1, -0.2, -0.5], [0.0, 0.0, 0.0], [-0.1, 0.1, -0.1], [0.4, -0.2, 0.2], [0.1, -0.1, 0.0], [0.0, 0.0, 0.0], [0.0, 0.0, 0.1], [0.0, 0.0, -0.2], [-0.2, -0.2, -0.4], [0.0, 0.1, -0.3], [-0.2, -0.1, 0.2], [0.2, -0.2, -0.3], [0.2, 0.3, 0.2], [0.0, 0.0, 0.0], [0.0, 0.0, 0.0], [-0.2, -0.3, 0.1], [0.1, 0.2, 0.0], [-0.2, -0.2, 0.1], [-0.3, 0.0, -0.3], [0.1, 0.1, 0.0], [0.0, 0.0, 0.0], [-0.5, -0.5, -0.2], [0.0, 0.0, 0.0], [0.1, 0.1, 0.0], [0.0, 0.1, 0.0], [0.0, 0.1, 0.0], [0.6, 0.5, 0.1], [0.0, 0.0, 0.0], [0.0, 0.0, 0.0], [-0.1, 0.1, 0.1], [-0.6, 0.2, -0.3], [0.2, 0.1, 0.0], [0.1, 0.0, 0.0], [-0.1, 0.1, 0.1], [-0.1, 0.1, 0.0], [0.0, -0.1, 0.1], [-0.1, 0.1, 0.0], [0.0, 0.0, 0.0], [0.0, 0.0, 0.0], [0.0, 0.0, 0.0], [0.0, -0.1, 0.0], [0.0, 0.0, 0.1], [0.2, 0.0, 0.1], [0.0, 0.0, 0.0], [0.0, 0.0, 0.0], [0.0, 0.0, 0.0], [-0.1, 0.0, 0.0], [0.0, 0.0, -0.2], [0.1, -0.1, 0.3], [0.0, 0.0, 0.0], [0.0, -0.1, 0.1], [0.1, -0.3, -0.1], [0.0, 0.0, 0.0], [0.0, -0.1, -0.1], [-0.2, 0.3, -0.2], [0.1, 0.1, -0.1], [-0.2, 0.1, 0.0], [0.0, 0.0, 0.0], [0.0, -0.3, -0.2], [0.0, 0.0, 0.0], [0.0, 0.1, 0.0], [0.1, 0.0, 0.0], [-0.4, 0.2, -0.1], [0.0, 0.0, 0.1], [0.0, -0.1, 0.0], [0.1, 0.0, 0.2], [0.0, -0.1, 0.1], [0.2, 0.3, 0.0], [0.1, 0.2, 0.3], [0.0, 0.0, 0.0], [0.0, 0.1, -0.1], [0.1, 0.0, 0.0], [0.0, 0.0, 0.0], [0.0, 0.0, 0.0], [-0.2, 0.0, 0.1], [0.0, -0.1, 0.1], [0.0, 0.0, 0.0], [-0.1, 0.0, -0.2], [-0.2, 0.1, 0.0], [0.0, 0.0, 0.0], [-0.2, -0.3, -0.1]],
  "mulliken_charge": [0.489, 1.202, -1.537, 0.415, 0.453, -0.124, 0.518, 0.583, 0.318, -0.846, 0.332, 0.475, 0.692, 0.349, 0.415, -0.547, 0.492, -2.187, 0.124, 0.504, 0.426, 0.390, -0.554, 1.534, -0.007, 0.387, 0.191, -0.262, 0.357, 0.354, 0.315, -0.553, 0.058, -1.318, -1.221, -0.061, -0.516, -0.105, 0.294, 0.405, -0.255, -0.594, -0.047, 0.474, -0.185, 0.163, 0.815, 0.276, -1.308, -0.763, -0.562, 0.520, 0.570, -1.102, -0.996, -1.555, 0.677, 0.470, 0.478, 1.646, 0.508, -1.220, 0.586, -2.272, -0.715, 0.560, -0.105, 0.384, 1.708, 0.303, -0.653, 0.352, -1.700, -0.313, -1.376, 0.412, 0.379, 0.419, -1.592, -1.784, -0.017, -0.634, 0.508, 0.574, 0.710, 0.244, 0.338, 0.512, 0.230, 1.535, 0.540, 0.455, -1.016, 0.439, 0.177, 0.156, -0.310, 0.398, 0.376, 0.661, 0.136, -0.535, -1.518, -1.853, -0.494, 0.510, -0.685, 0.378, 0.225, 0.509, 0.540, 0.405, -0.323, 0.235, 0.459, -0.667, -0.024, 0.354, 2.637]
}